Entry 1:
Below is a molecular structure, C18H16F3I2N3O4Yb in a non-equilibrium geometry, with properties calculated with the ωB97M-V functional and the def2-TZVPD basis.

**Highest occupied orbital energy**: -13.0 eV
**HOMO-LUMO gap**: 2.4 eV
**E_tot**: -87440.9156 eV

ORCA input file:
```
! wB97M-V def2-TZVPD RIJCOSX def2/J DEFGRID3
* xyz 2 1
C 3.962 -0.812 0.467
C 4.267 0.699 0.965
C 3.033 1.715 0.780
C 2.712 2.094 -0.766
O 1.377 2.656 -0.938
C 0.437 1.571 -1.146
N -0.381 1.197 -0.042
C -1.249 0.086 -0.332
C -2.173 -0.415 0.857
N -2.187 0.185 2.213
C -2.830 1.510 2.257
O -3.111 2.032 3.370
F -3.223 2.260 1.099
C -0.867 0.171 2.859
O -0.175 1.179 3.136
F -0.354 -1.140 3.176
C -3.160 -1.628 0.628
C -4.131 -2.099 1.841
C -3.437 -3.238 2.765
F -4.182 -3.389 4.005
C -3.190 -2.366 -0.764
I -4.533 -4.064 -1.025
C -2.252 -1.849 -1.886
C -1.266 -0.603 -1.723
N -0.499 -0.242 -2.890
C 0.343 0.861 -2.533
C 1.324 1.427 -3.707
C 0.959 0.655 -5.095
O 1.437 -0.506 -5.293
I -0.292 1.495 -6.666
H 4.632 -1.495 1.125
H 2.880 -1.146 0.643
H 4.275 -1.014 -0.615
H 4.485 0.612 2.103
H 5.254 1.056 0.480
H 3.219 2.678 1.404
H 2.104 1.196 1.245
H 2.784 1.104 -1.351
H 3.518 2.838 -1.121
H -5.153 -2.434 1.440
H -4.347 -1.182 2.516
H -3.427 -4.215 2.139
H -2.366 -2.940 3.087
H -2.275 -2.402 -2.888
H 1.210 2.562 -3.817
H 2.383 1.081 -3.438
Yb 4.465 4.256 1.435
*
```


Entry 2:
Below is a molecular structure, C18H16IrN2OS3, with properties calculated with the ωB97M-V functional and the def2-TZVPD basis.

**Highest occupied orbital energy (spin up / spin down)**: -3.1 / -4.0 eV
**HOMO-LUMO gap (spin up / spin down)**: 5.7 / 6.5 eV
**E_tot**: -59298.3253 eV
**⟨S²⟩**: 6.04

ORCA input file:
```
! wB97M-V def2-TZVPD RIJCOSX def2/J DEFGRID3
* xyz -1 5
Ir -0.171 0.864 0.445
C 2.377 -1.159 -0.055
C 2.504 -0.016 -1.014
C 3.654 0.093 -1.836
C 3.738 1.116 -2.734
C 2.683 2.060 -2.838
C 2.712 3.120 -3.775
C 1.656 3.992 -3.824
C 0.569 3.853 -2.954
C 0.500 2.847 -2.007
S -0.837 2.731 -0.905
C 1.587 1.913 -1.969
N 1.535 0.874 -1.079
H 3.090 -1.944 -0.301
H 1.359 -1.555 -0.073
H 2.553 -0.814 0.966
H 4.436 -0.647 -1.739
H 4.600 1.222 -3.380
H 3.566 3.218 -4.432
H 1.653 4.809 -4.536
H -0.244 4.563 -3.008
N -1.074 -0.750 0.184
C -2.188 -1.444 0.461
C -2.515 -2.614 -0.260
C -3.659 -3.326 0.037
C -4.523 -2.905 1.043
C -4.216 -1.750 1.754
C -3.071 -1.029 1.482
H -1.849 -2.936 -1.050
H -3.886 -4.222 -0.530
H -5.422 -3.466 1.266
H -4.879 -1.405 2.538
H -2.836 -0.132 2.042
C -0.660 -1.669 4.378
O 0.201 -0.821 3.627
C -0.083 0.487 3.545
S -1.311 1.197 4.380
S 1.038 1.303 2.478
H -0.319 -2.679 4.160
H -1.695 -1.534 4.069
H -0.574 -1.448 5.445
*
```


Entry 3:
Below is C18H16N2O2 in the gas phase in a non-equilibrium geometry, with properties calculated with the ωB97M-V functional and the def2-TZVPD basis.

**Highest occupied orbital energy**: -7.7 eV
**HOMO-LUMO gap**: 8.1 eV
**E_tot**: -25998.8028 eV
**Energy above the lowest of the compared OMol25 structures with the same formula, charge and spin**: 357.5 kJ/mol
**SMILES**: CN(C#N)CCc1cccc2c1ccc1ccc(O)c(O)c12

ORCA input file:
```
! wB97M-V def2-TZVPD RIJCOSX def2/J DEFGRID3
* xyz 0 1
N 0.422 0.369 6.120
C 0.058 0.281 5.023
O -0.646 -4.347 -4.489
O -0.676 -1.803 -4.041
C 0.178 -4.850 -2.291
C 0.059 1.987 -0.199
C -0.367 1.685 -1.505
C -0.245 -3.917 -3.265
C 0.817 -1.347 0.917
C 0.746 -4.466 -1.116
C 0.947 -2.657 0.492
C 0.561 0.977 0.607
C -0.312 0.382 -1.991
C -0.280 -2.526 -2.968
C 0.542 -0.333 0.055
C 0.659 -3.123 -0.797
C 0.056 -0.721 -1.179
C 0.170 -2.084 -1.656
N -0.366 0.295 3.751
C -1.510 -0.618 3.409
C 1.064 1.433 1.984
C -0.117 1.562 3.017
H -1.306 -3.787 -4.947
H 0.127 -1.403 -4.433
H 0.185 -5.944 -2.513
H -0.020 2.981 0.205
H -0.829 2.520 -2.033
H 1.073 -1.195 2.029
H 1.113 -5.232 -0.503
H 1.392 -3.339 1.165
H -0.817 0.319 -2.994
H -2.290 -0.662 4.249
H -1.266 -1.654 3.210
H -2.055 -0.250 2.502
H 1.492 2.393 1.766
H 1.907 0.770 2.381
H -0.067 2.301 3.755
H -1.044 1.721 2.410
*
```